ORCA calculation (ωB97M-V with the def2-TZVPD basis set) on C21H23Cl32N4O3 as an isolated structure at a distorted geometry.

The value obtained for the total energy is -434957.5470 eV. As for the energy above the lowest of the compared OMol25 structures with the same formula, charge and spin: 72.0 kcal per mole. The HOMO-LUMO gap comes out at 8.61 eV. Its HOMO energy is -12.19 eV. As for the LUMO energy: -3.574 eV.

Structure (ORCA input):
```
! wB97M-V def2-TZVPD RIJCOSX def2/J DEFGRID3
* xyz 1 1
Cl 0.27523 -1.51697 -9.53225
Cl 0.27847 -8.15528 -6.98074
Cl 9.32574 -2.49337 -3.61937
Cl -0.21362 -0.07138 -3.81744
Cl -0.06538 -2.95807 -4.12338
Cl -4.41918 -2.61535 11.38581
Cl 5.30351 -0.65743 -5.06084
Cl -4.83085 -1.27555 8.84992
Cl 4.98749 -5.06339 -8.63990
Cl 0.47221 -1.60220 -6.64451
Cl 5.33880 -4.64527 -5.79354
Cl -2.70825 -0.40751 10.62186
Cl 3.75191 1.67420 -5.78449
Cl 1.34058 -2.86507 14.10783
Cl 4.74453 -2.39835 -7.52532
Cl 1.68530 -1.16974 11.78364
Cl 5.27782 0.27686 -7.83420
Cl -0.17192 0.88882 -7.97765
Cl -5.47449 0.08095 11.32785
Cl 0.61933 -1.73157 -1.58810
Cl 0.55574 -6.50226 -9.34249
Cl -2.05812 -6.92189 -8.16742
Cl 2.70807 -4.38592 -6.98545
Cl -0.09745 -5.28872 -6.79520
Cl 8.42940 -1.18328 -6.04173
Cl 11.23550 -1.13935 -5.32466
Cl 9.32539 0.39880 -3.78382
Cl 0.93811 -0.00514 14.32918
Cl 2.49789 -0.22144 -8.19907
Cl -0.96384 -1.62493 12.86323
Cl 2.36326 -1.39557 -3.87451
Cl 6.64300 1.80177 -5.77971
O -5.82573 5.03860 -0.59162
O 0.50068 4.82384 3.34041
O -4.94714 3.01549 0.04111
N -1.84501 4.79352 0.17021
N 0.87811 3.45375 1.35712
N -0.41543 2.95040 1.06582
N -1.14247 2.83233 -1.08585
C -1.36416 -1.02467 2.91524
C -4.93260 4.23439 -0.68751
C -1.20362 3.65415 0.06776
C 9.57946 -1.10408 -4.69297
C -1.62183 -0.67637 6.60863
C -0.33076 -6.71887 -7.82265
C 0.76958 -0.61382 -8.08861
C -0.42580 1.56049 -0.81266
C -2.16060 -0.44024 1.64697
C 0.67806 -1.53965 -3.35401
C -4.35846 -1.05411 10.54683
C 4.44516 -4.12401 -7.23672
C -3.70521 4.59494 -1.62035
C -1.90788 1.11423 1.44372
C -2.35279 -1.33994 4.13057
C 0.72235 4.23966 2.36068
C 0.74990 -1.41653 13.27171
C 5.24310 0.76928 -6.11298
C -0.52173 1.48154 0.77613
C -2.33758 -0.18775 5.26001
C -2.60348 5.47971 -0.90770
H 0.40997 0.92966 1.08018
H -0.55320 -0.29819 3.25448
H -1.79389 5.25774 1.08954
H -3.26392 -0.55390 1.90925
H -1.98694 -1.02138 0.69563
H -1.91809 5.97636 -1.66712
H -3.41161 0.07485 5.51872
H -0.77882 0.66939 -1.41216
H -3.32310 3.65635 -2.11243
H -2.02462 -2.32054 4.59896
H -1.01926 3.28018 -1.99567
H -2.79954 1.58800 0.92244
H -3.42735 -1.47762 3.81622
H -5.11577 2.26754 -0.56696
H -0.84380 -1.97214 2.57694
H 0.65348 1.78254 -1.08761
H -2.30585 -0.44849 7.48576
H -1.89263 1.58199 2.48405
H -1.85403 0.75881 4.85272
H -1.46951 -1.79332 6.58781
H -0.64712 -0.12893 6.78910
H -3.16224 6.33367 -0.40191
H -4.13047 5.23472 -2.46075
*
```

Löwdin atomic charge list, values in e, 4 entries:
1 Cl 0.55
2 Cl 0.53
3 Cl 0.52
4 Cl 0.53

ORCA calculation (ωB97M-V with the def2-TZVPD basis set) on C21H23ClIrN3O6S2 as an isolated structure.

The value obtained for the total energy is -75928.3613 eV. As for the energy above the lowest of the compared OMol25 structures with the same formula, charge and spin: 9.9 kcal per mole. The HOMO-LUMO gap (alpha / beta) comes out at 7.07 / 6.63 eV. Its HOMO energy (alpha / beta) is -7.01 / -8.54 eV. As for the expectation value of S²: 6.016. As for the LUMO energy (alpha / beta): 0.063 / -1.910 eV.

Structure (ORCA input):
```
! wB97M-V def2-TZVPD RIJCOSX def2/J DEFGRID3
* xyz 0 5
Ir -0.16502 -0.63616 -0.20539
Cl -0.82986 1.37253 1.94942
S -0.36486 -3.32992 -3.82942
S -2.67507 0.25810 -1.30959
O -1.26897 -0.02262 1.79199
O -1.95192 2.24177 1.99154
O 2.03595 -0.91956 -0.06423
O -0.05385 1.64104 0.70707
O 0.00779 1.51336 3.07866
O 0.82137 -2.24366 1.16769
N 0.45383 0.23602 -2.28857
N -2.06349 2.84202 -1.06781
N -4.05627 2.35089 -2.08361
C 4.06656 -3.04182 0.02586
C 0.79540 1.48864 -2.56796
C 3.86318 -2.62019 -1.40464
C 6.63473 -5.05488 1.98428
C -0.74602 -4.31655 -2.47540
C -0.52722 -2.21828 -1.49620
C 5.41517 -4.24563 1.64626
C 0.50809 1.09964 -4.89805
C -4.43605 3.73928 -2.21633
C 0.83704 1.96770 -3.86514
C 2.40955 -2.83540 3.47298
C 5.17734 -3.81332 0.34948
C 3.36202 -3.16089 2.35555
C 0.12799 -0.61357 -3.27865
C 0.15289 -0.20390 -4.60851
C 1.95069 -1.92807 0.71730
C 4.49924 -3.90575 2.63494
C -0.79829 -3.60725 -1.31574
C -0.25493 -1.94328 -2.82184
C 3.15921 -2.72280 1.04038
C -2.94026 1.91992 -1.47593
H -1.01280 -4.05189 -0.35596
H -4.72981 1.63280 -2.28858
H 1.05525 2.10966 -1.71955
H 2.89557 -3.00801 4.43233
H 2.86035 -2.86985 -1.75734
H 5.87524 -4.07969 -0.43595
H 2.07122 -1.80085 3.43437
H 4.67202 -4.23168 3.65455
H -0.11775 -0.89761 -5.39244
H 7.18619 -5.33240 1.08716
H -0.91302 -5.37173 -2.61787
H 0.52737 1.43996 -5.92483
H -4.66707 4.19812 -1.25065
H -2.34087 3.80543 -0.98076
H 4.58879 -3.12156 -2.04307
H -3.64479 4.30969 -2.70642
H 6.36303 -5.96846 2.51435
H 7.30705 -4.48999 2.63203
H 1.51601 -3.45626 3.41723
H 1.12356 2.99151 -4.05623
H -1.30425 2.52690 -0.47362
H -5.31979 3.79886 -2.84592
H 3.97566 -1.54295 -1.51861
*
```

natural (NBO) atomic charge list, values in e, 4 entries:
1 Ir 1.53
2 Cl 2.54
3 S 0.44
4 S -0.25

ORCA calculation (ωB97M-V with the def2-TZVPD basis set) on one molecule with the formula C21H23ClN2 at a distorted geometry.

The value obtained for the total energy is -37649.0421 eV. As for the energy above the lowest of the compared OMol25 structures with the same formula, charge and spin: 66.2 kcal per mole. The HOMO-LUMO gap comes out at 8.25 eV. Its HOMO energy is -7.60 eV. As for the LUMO energy: 0.652 eV.

Structure (ORCA input):
```
! wB97M-V def2-TZVPD RIJCOSX def2/J DEFGRID3
* xyz 0 1
Cl -0.71690 -3.80508 2.47890
N 0.18706 1.98859 -3.26012
N -2.81997 -0.29885 -0.76248
C 1.68480 1.78316 -0.13954
C 1.02226 2.55410 -2.29421
C 0.50997 -1.60384 1.54854
C 2.75004 3.80547 -1.14442
C -0.07597 0.65510 -1.55296
C -2.56216 -3.13294 -0.31080
C 0.88769 -0.61634 0.35457
C -1.90248 -2.06787 0.68586
C -1.67570 -0.72550 0.07507
C 0.93783 1.65272 -1.32361
C -0.33725 -0.49204 -0.68893
C -0.57648 -2.63788 1.16975
C 2.95937 0.58909 1.49191
C -2.02232 -3.62551 -1.42764
C -3.04360 -1.82589 1.77080
C 0.62719 1.65157 2.03188
C -3.76310 0.02384 -1.36472
C 1.84165 3.66897 -2.29196
C 1.50666 0.87081 0.93642
C -0.54982 0.86343 -2.84652
C 2.62059 2.91070 -0.07685
H -0.43495 1.42649 1.95701
H -0.13360 -3.17193 0.30526
H 1.54490 4.49914 -2.87130
H -0.99596 -3.45249 -1.65686
H 3.41383 4.59843 -1.16538
H -0.23999 -1.26515 -1.42919
H 1.46299 -2.07827 1.78012
H 0.20453 -0.97506 2.45745
H 3.13170 -0.15273 2.20794
H 1.01957 1.48873 3.00061
H -3.34270 -2.71107 2.34440
H -2.61960 -4.15614 -2.20130
H -2.66073 -1.11342 2.57945
H -3.97431 -1.49092 1.28233
H -0.13401 2.57746 -4.01389
H 3.33681 1.49360 1.99122
H -3.60765 -3.24279 -0.28315
H -1.35301 0.30408 -3.26483
H 0.75785 2.66520 1.89078
H 1.71652 -1.03650 -0.20335
H -1.54240 0.03585 0.77291
H 3.70331 0.48911 0.65703
H 3.25755 3.08259 0.80379
*
```

natural (NBO) atomic charge list, values in e, 4 entries:
1 Cl -0.03
2 N -0.52
3 N -0.53
4 C 0.02

ORCA calculation (ωB97M-V with the def2-TZVPD basis set) on C21H23ClN2PYb as an isolated structure at a distorted geometry.

The value obtained for the total energy is -78456.2981 eV. The HOMO-LUMO gap (alpha / beta) comes out at 6.90 / 5.50 eV. Its HOMO energy (alpha / beta) is -14.50 / -14.50 eV. As for the expectation value of S²: 0.751. As for the LUMO energy (alpha / beta): -7.596 / -8.996 eV.

Structure (ORCA input):
```
! wB97M-V def2-TZVPD RIJCOSX def2/J DEFGRID3
* xyz 2 2
Yb -0.94145 -1.00003 1.51069
Cl -3.07540 -1.59811 2.43034
P -0.16168 0.53495 -0.80445
N 1.23291 -3.25680 5.09960
N 0.44981 -1.99857 3.11352
C 1.19520 4.95623 -0.60330
C 2.25635 -0.00451 -4.11718
C 1.28016 4.10669 0.51491
C 0.31461 2.28492 -0.76096
C 0.17497 3.14350 -1.86300
C 0.62575 4.46789 -1.78723
C 0.92579 -2.00285 -3.82679
C 0.18217 -3.40381 6.13372
C 1.87183 -1.27418 -4.56503
C 2.54571 -3.92649 5.25209
C -4.17108 1.30397 -0.55177
C -1.94655 0.66793 -1.27691
C -2.48400 0.11197 -2.44711
C 0.64286 -0.11356 -2.30689
C 0.91964 -2.61564 4.02370
C -2.79671 1.24464 -0.30599
C 1.67857 0.56503 -2.97641
C -3.86045 0.15512 -2.65037
C 0.32815 -1.44390 -2.69298
C 0.84707 2.78011 0.44943
C -4.70839 0.75678 -1.72237
H -0.05388 -2.42580 6.60211
H 1.56647 5.99140 -0.54425
H 0.94138 2.11135 1.32000
H 2.69069 -4.72129 4.49202
H 2.46412 -4.42545 6.21991
H -4.25557 -0.29840 -3.54824
H -0.69414 -3.95738 5.73571
H -1.82320 -0.33871 -3.18665
H 0.54881 5.11396 -2.66302
H -4.80299 1.80984 0.17821
H 3.00629 0.56645 -4.66392
H -0.43762 -2.00951 -2.13809
H 1.70520 4.49039 1.44441
H 2.32544 -1.71465 -5.45602
H 0.64095 -4.02819 6.89734
H 3.37283 -3.19256 5.33502
H -2.36703 1.67028 0.62160
H 0.63091 -3.00754 -4.14681
H -5.78039 0.81150 -1.90256
H -0.24693 2.76426 -2.79519
H 2.63653 -0.32165 1.03057
H 1.99063 1.55863 -2.64377
H 2.61567 -0.88822 0.54232
*
```

natural (NBO) atomic charge list, values in e, 4 entries:
1 Yb 2.13
2 Cl -0.57
3 P 0.68
4 N -0.42